ORCA calculation (ωB97M-V/def2-TZVPD) on a 11-piece molecular cluster, C44H82N2O18S9 overall at a distorted geometry.

```
155
Properties=species:S:1:pos:R:3:forces:R:3
C 3.0170 5.5088 1.3232 -0.62 0.02 -0.83
C 3.8465 4.2131 1.4836 0.88 -0.27 0.06
C 5.2104 4.6665 2.0006 -0.47 1.03 1.44
S 5.6570 6.1041 1.0605 -0.60 0.98 -0.61
O 6.2621 5.6171 -0.1749 -0.90 0.71 0.63
O 6.3396 7.1188 1.8378 0.21 -0.68 -0.15
C 3.8386 6.7528 0.9652 1.72 -1.36 -0.81
H 2.5062 5.9330 2.1877 -0.34 -1.38 0.42
H 2.2923 5.2206 0.5617 -0.31 0.62 0.04
H 3.9701 3.6536 0.5564 -0.06 0.48 -0.44
H 3.3604 3.4643 2.1089 0.03 0.37 0.50
H 6.0901 4.0610 2.2186 -0.30 -0.38 -0.60
H 4.9730 5.1887 2.9274 0.14 -0.19 0.58
H 3.7123 7.1687 -0.0344 -0.07 -0.10 0.08
H 3.6715 7.4993 1.7417 0.68 0.13 -0.32
C 7.7426 -5.8299 -4.3712 -1.57 -0.99 0.87
C 8.2224 -4.7372 -3.3317 0.14 -1.37 -0.68
C 7.2052 -3.6817 -3.2319 -2.19 0.74 -0.60
S 5.5067 -4.4828 -3.4636 1.15 -1.47 -1.74
O 4.6889 -3.8272 -4.4904 1.24 -0.35 1.36
O 4.9469 -4.8398 -2.2022 -0.74 0.34 1.34
C 6.2102 -6.0845 -4.1901 -1.07 1.54 -0.05
H 8.1183 -6.8090 -4.0739 0.84 0.22 -0.49
H 7.8160 -5.6594 -5.4452 0.96 0.43 0.27
H 9.1928 -4.2844 -3.5355 0.02 -0.21 -0.43
H 8.3343 -5.1707 -2.3379 -0.05 -0.47 -0.11
H 7.1754 -3.0202 -4.0977 0.40 0.42 0.27
H 7.2629 -3.1896 -2.2610 -0.45 0.33 -0.30
H 5.5568 -6.1962 -5.0554 0.75 0.47 -0.83
H 5.8688 -6.9913 -3.6908 0.56 0.41 1.18
C -3.6811 -9.6922 0.8436 -0.98 -0.13 0.95
C -3.2634 -9.5791 2.3401 -0.03 0.51 -0.14
C -3.2735 -8.1384 2.8273 0.62 1.03 -1.43
S -4.7791 -7.4139 1.9849 -0.16 -0.04 1.94
O -4.6607 -6.0010 1.6283 0.07 -1.43 0.20
O -5.9347 -7.8306 2.8053 1.44 0.28 -1.67
C -4.5017 -8.4472 0.5000 0.38 0.00 -0.22
H -4.3383 -10.5550 0.7357 0.20 -0.15 0.07
H -2.8742 -9.8353 0.1248 0.17 0.22 0.32
H -2.2365 -9.9267 2.4527 -0.38 -0.65 0.47
H -4.0499 -10.0286 2.9463 0.55 -0.86 0.05
H -2.4157 -7.6026 2.4210 -0.03 0.22 -0.56
H -3.0817 -7.9990 3.8912 -1.18 -0.09 0.13
H -3.8314 -7.8748 -0.1413 -0.72 0.59 -0.13
H -5.4489 -8.7228 0.0363 0.04 0.51 -0.02
C 5.5207 3.9671 -6.8541 0.30 -0.41 1.27
C 5.4604 2.5550 -7.4933 1.73 -0.10 0.74
C 4.7322 1.5675 -6.5275 -1.44 0.90 -0.54
S 4.8902 2.1928 -4.7487 1.36 0.68 -1.22
O 6.0356 1.4862 -4.1637 -1.65 -0.08 0.08
O 3.6030 2.4105 -4.0554 2.06 -0.73 -1.15
C 5.6517 3.8026 -5.2616 -2.63 0.33 -1.00
H 4.6884 4.5428 -7.2589 -0.43 0.08 0.98
H 6.3836 4.5778 -7.1197 0.23 -0.48 -0.45
H 6.5057 2.3078 -7.6785 0.05 -0.62 0.21
H 5.0307 2.5916 -8.4943 -0.44 -0.12 0.26
H 4.8381 0.4861 -6.6140 1.01 0.15 0.28
H 3.7049 1.6627 -6.8790 -0.50 0.28 0.78
H 6.6342 3.9163 -4.8036 -0.10 -0.29 -0.36
H 4.9288 4.4806 -4.8078 0.38 0.40 0.18
C -7.5074 -0.0723 3.6750 -0.88 0.02 0.75
C -7.3940 1.3703 4.4093 -0.69 -2.61 0.85
C -6.5788 1.0778 5.6879 0.59 0.97 -0.06
S -7.0257 -0.5255 6.3693 0.24 -1.34 -2.47
O -8.1383 -0.3666 7.2764 0.59 -0.03 0.22
O -5.8372 -1.3297 6.6473 -0.98 1.05 0.56
C -7.7025 -1.1743 4.7451 0.42 0.05 1.76
H -6.7018 -0.3942 3.0151 0.04 0.54 0.00
H -8.4771 -0.1667 3.1861 0.33 0.65 -0.83
H -8.4260 1.5307 4.7213 -0.06 0.37 0.04
H -7.0620 2.2717 3.8943 0.24 -0.54 -0.35
H -6.7135 1.8233 6.4717 -0.17 -0.05 0.03
H -5.5143 1.0699 5.4538 0.05 -0.30 0.05
H -8.7065 -1.4878 5.0313 -0.47 0.84 -0.35
H -7.2731 -2.1583 4.5564 0.77 0.38 -0.21
C 2.5679 0.6129 9.1523 -0.15 -1.14 0.45
C 2.1661 1.3927 7.9191 -0.41 1.19 1.04
C 0.6559 1.3324 7.9658 -1.48 -0.33 -0.19
S 0.0624 1.7951 9.6581 3.25 1.37 -3.88
O -1.1472 1.1372 9.9903 -0.94 -0.51 0.89
O 0.1499 3.2512 9.5440 -0.07 -1.01 1.53
C 1.5430 0.9248 10.3444 0.82 -0.37 -0.07
H 3.6056 0.7897 9.4350 -0.15 0.43 0.29
H 2.5899 -0.4447 8.8896 -0.52 -0.27 0.35
H 2.5760 1.1151 6.9480 0.06 -0.41 0.29
H 2.5601 2.3758 8.1768 -0.48 0.59 -0.67
H 0.3010 0.3150 7.8014 0.19 -0.32 0.05
H 0.0744 1.9200 7.2553 0.27 0.39 0.11
H 1.1022 0.0239 10.7713 0.09 -0.09 -0.17
H 2.1057 1.3972 11.1496 -0.50 0.50 -0.04
C 0.1161 -1.6340 -0.3651 1.05 -0.21 0.36
C -0.5644 -2.4568 0.7254 -0.91 0.68 -0.66
C -1.6121 -1.5441 1.3537 -0.55 0.68 1.08
S -1.0071 0.2168 1.1905 -0.63 0.28 -1.39
O -0.6305 0.7417 2.4873 -0.05 -0.18 -0.38
O -1.9345 1.0335 0.3470 1.81 -1.87 1.41
C 0.5206 -0.3308 0.2303 -0.83 1.76 1.02
H -0.5386 -1.4319 -1.2128 0.15 -0.48 -0.16
H 1.0374 -2.1722 -0.5877 -0.16 0.01 -0.89
H 0.1337 -2.7392 1.5134 0.11 -0.17 -0.25
H -0.9724 -3.3263 0.2100 -0.20 -0.18 0.56
H -1.6977 -1.7458 2.4215 0.18 0.30 0.11
H -2.6539 -1.5271 1.0335 0.24 -0.26 -0.75
H 1.3059 -0.3913 0.9838 -0.06 -0.20 0.08
H 0.7774 0.4876 -0.4424 -0.15 -0.17 -0.18
C -6.3429 -2.5665 -2.9926 0.83 -0.95 0.70
C -5.8226 -3.9851 -3.2745 -0.37 0.00 -1.72
C -5.6711 -4.0096 -4.8719 1.05 1.35 1.62
S -4.9526 -2.3034 -5.2506 2.30 -2.48 1.83
O -5.6168 -1.7031 -6.3623 -0.33 0.58 -0.49
O -3.4745 -2.5483 -5.2722 -2.67 0.96 0.00
C -5.4256 -1.5748 -3.5783 1.47 0.42 -2.60
H -6.1764 -2.4222 -1.9251 -1.49 0.13 0.28
H -7.3109 -2.4833 -3.4867 -0.38 0.20 0.92
H -6.5278 -4.7142 -2.8756 -0.28 -0.04 -0.47
H -4.9164 -4.2316 -2.7212 0.41 0.38 -0.44
H -6.6172 -4.0586 -5.4109 0.18 -0.42 0.07
H -4.8254 -4.6093 -5.2085 -0.61 -0.41 -0.24
H -5.8443 -0.5947 -3.8068 0.11 -0.01 0.30
H -4.4415 -1.5407 -3.1109 -0.20 0.29 0.27
C -0.5548 5.5174 -3.6669 0.42 1.20 -1.14
C -1.4030 4.3499 -4.2325 -0.19 0.16 0.66
C -1.6989 4.4802 -5.7071 -0.25 0.87 -0.56
S -0.7067 5.8944 -6.3738 -2.58 -0.01 2.33
O -1.5235 6.6621 -7.2854 0.52 -0.11 0.10
O 0.5695 5.4029 -6.7341 1.81 -0.22 -0.59
C -0.6122 6.7540 -4.6772 -0.92 -1.73 -0.86
H 0.4653 5.1587 -3.5299 -0.02 0.35 0.25
H -1.0525 5.8031 -2.7402 0.65 0.17 0.14
H -2.3360 4.3882 -3.6701 -0.15 -0.27 -0.20
H -0.9296 3.4034 -3.9718 0.05 0.06 -0.18
H -2.7102 4.8533 -5.8691 -0.08 -0.16 0.00
H -1.5878 3.5480 -6.2610 0.35 0.32 -0.21
H -1.5728 7.2480 -4.5309 -0.18 -0.09 -0.28
H 0.0993 7.5697 -4.8055 0.59 -0.56 0.55
N 5.9216 -3.3771 2.4497 -0.13 -0.51 -0.30
C 6.5649 -2.1762 2.6981 -0.63 -1.26 0.35
C 7.2584 -2.3857 3.8559 0.76 -0.34 1.20
C 7.1106 -3.7652 4.3097 -0.73 1.44 -1.48
C 6.2486 -4.3227 3.3892 0.47 0.06 0.49
H 5.3108 -3.5772 1.6705 0.24 0.17 0.11
H 6.3976 -1.3485 2.0248 0.19 0.06 0.32
H 7.8047 -1.6594 4.4394 0.11 0.15 -0.35
H 7.5741 -4.2278 5.1685 -0.15 0.07 -0.12
H 5.8788 -5.3372 3.3669 -0.14 0.16 -0.27
N -5.7941 8.2528 -2.1302 0.17 -0.23 0.61
C -4.9506 7.5432 -1.3231 2.97 0.61 0.09
C -5.4155 6.3101 -1.0033 -0.84 -0.40 -0.77
C -6.6470 6.2323 -1.6801 -1.61 1.42 -0.16
C -6.8744 7.4746 -2.2897 -1.48 -2.00 0.18
H -5.6652 9.1716 -2.5292 0.13 -0.29 0.33
H -3.9091 7.8067 -1.2132 -0.11 0.60 0.18
H -4.9454 5.5049 -0.4583 0.20 0.34 0.03
H -7.4642 5.5323 -1.5883 0.29 -0.29 0.00
H -7.8522 7.8073 -2.6055 0.32 0.24 -0.49
```
Forces are in eV/Å.

* E: -6772.8567 hartree
* orbital gap: 8.2396 eV
* energy relative to the best compared isomer or geometry (same formula, charge and spin): 536.3 kJ/mol
* SMILES: O=S1(=O)CCCC1.O=S1(=O)CCCC1.O=S1(=O)CCCC1.O=S1(=O)CCCC1.O=S1(=O)CCCC1.O=S1(=O)CCCC1.O=S1(=O)CCCC1.O=S1(=O)CCCC1.O=S1(=O)CCCC1.c1cc[nH]c1.c1cc[nH]c1
* maximum force: 5.2 eV Å⁻¹